[1]
Entry from the OMol25 dataset: C12H9Cl4NO7Ru as an isolated structure (wB97M-V/def2-TZVPD).

Results
Net charge ... 0
HOMO energy (spin up / spin down) ... -8.45 / -8.48 eV
LUMO energy (spin up / spin down) ... -2.7 / -2.6 eV
Frontier orbital gap (spin up / spin down) ... 5.70 / 5.85 eV

Geometry as XYZ:
```
34
C12H9Cl4NO7Ru (wB97M-V/def2-TZVPD)
Ru 0.165 -0.281 -0.084
O -1.905 0.532 -0.836
C -1.942 1.841 -1.388
C -0.942 2.707 -0.643
N 0.339 1.991 -0.582
C 1.164 2.388 0.570
C 0.557 1.815 1.838
O 0.400 2.421 2.860
O 0.192 0.550 1.688
C 1.082 2.089 -1.839
C 2.036 0.913 -2.017
O 2.947 0.958 -2.799
O 1.737 -0.106 -1.259
H -2.331 0.515 0.035
H -1.681 1.730 -2.439
H -2.951 2.253 -1.336
H -0.825 3.674 -1.143
H -1.285 2.909 0.374
H 2.145 1.928 0.428
H 1.287 3.469 0.657
H 0.376 2.044 -2.669
H 1.624 3.034 -1.919
Cl 0.479 -6.468 2.607
C -0.095 -4.928 2.088
C -1.437 -4.570 2.298
Cl -2.503 -5.679 3.060
C -1.921 -3.334 1.888
Cl -3.556 -2.856 2.108
C -1.049 -2.431 1.275
O -1.385 -1.246 0.812
C 0.269 -2.800 1.055
O 0.983 -1.897 0.376
C 0.764 -4.046 1.459
Cl 2.408 -4.412 1.154
```

Quick look at the Löwdin charges, all values in e:
1 Ru 1.610
2 O -0.110
3 C -0.184
4 C -0.130
5 N -0.236
6 C -0.074
7 C -0.586
8 O 0.122
9 O -0.126
10 C -0.078
11 C -0.609
12 O 0.110
13 O -0.155
14 H 0.110
15 H 0.122
16 H 0.136
17 H 0.143
18 H 0.141
19 H 0.144
20 H 0.145
21 H 0.130
22 H 0.146
23 Cl 0.685
24 C -0.696
25 C -0.687
26 Cl 0.698
27 C -0.610
28 Cl 0.727
29 C -0.352
30 O -0.187
31 C -0.319
32 O -0.165
33 C -0.613
34 Cl 0.752

***

[2]
Entry from the OMol25 dataset: an isolated ion of composition C5H9ClNO4S and charge -1 in a non-equilibrium geometry (wB97M-V/def2-TZVPD).

Results
SMILES ... CC(C)(C)OC(=O)N=[S@](=O)([O-])Cl
Net charge ... -1
HOMO energy ... -5.77 eV
LUMO energy ... 3.2 eV
Frontier orbital gap ... 8.99 eV

Geometry as XYZ:
```
21
C5H9ClNO4S (wB97M-V/def2-TZVPD)
C 0.403 -1.342 -2.299
C -1.268 -0.944 0.215
C 0.990 -0.402 1.087
C 0.030 1.122 -0.560
C 0.123 -0.305 -0.096
N 1.213 -2.154 -2.957
O 1.661 -3.537 -4.843
O -0.671 -0.924 -2.656
O 1.206 -1.091 -5.352
O 0.873 -1.139 -0.997
S 0.950 -2.332 -4.516
Cl -0.999 -2.881 -4.979
H -2.105 -0.804 -0.393
H -1.162 -2.074 0.433
H -1.549 -0.570 1.298
H 0.568 0.129 1.944
H 1.933 0.003 0.767
H 1.079 -1.428 1.382
H 0.924 1.619 -0.449
H -0.209 0.876 -1.568
H -0.846 1.587 0.031
```

Quick look at the Löwdin charges, all values in e:
1 C -0.676
2 C -0.029
3 C -0.064
4 C -0.009
5 C -0.641
6 N -0.085
7 O -0.423
8 O 0.005
9 O -0.424
10 O -0.016
11 S 0.318
12 Cl 0.285
13 H 0.042
14 H 0.111
15 H 0.103
16 H 0.090
17 H 0.088
18 H 0.083
19 H 0.052
20 H 0.066
21 H 0.124

***

[3]
Entry from the OMol25 dataset: a 3-piece molecular cluster, C15H32NO6 overall in a non-equilibrium geometry (wB97M-V/def2-TZVPD).

Results
Net charge ... -1
HOMO energy ... -1.28 eV
LUMO energy ... 2.2 eV
Frontier orbital gap ... 3.52 eV

Geometry as XYZ:
```
54
C15H32NO6 (wB97M-V/def2-TZVPD)
C 3.993 -0.244 -4.772
C 4.674 -1.357 -5.013
C 5.418 -2.649 -5.640
N 6.701 -2.048 -6.236
H 3.548 0.816 -4.839
H 4.783 -3.098 -6.489
H 6.446 -1.062 -6.467
H 6.874 -2.552 -7.125
C -1.056 4.090 -2.660
O 0.130 3.937 -1.902
C 0.012 4.447 -0.577
C 0.835 3.612 0.398
O 0.263 2.339 0.704
C 0.281 1.363 -0.344
C 1.673 0.837 -0.678
O 2.406 1.799 -1.431
C 3.798 1.760 -1.166
H -1.221 5.144 -2.899
H -0.938 3.527 -3.589
H -1.918 3.680 -2.124
H -1.037 4.449 -0.255
H 0.383 5.478 -0.589
H 0.866 4.151 1.350
H 1.870 3.511 0.069
H -0.238 1.731 -1.229
H -0.310 0.523 0.035
H 1.588 -0.063 -1.298
H 2.197 0.583 0.249
H 3.992 1.838 -0.091
H 4.258 2.621 -1.656
H 4.235 0.842 -1.567
C -4.664 -4.014 4.423
O -3.479 -3.280 4.173
C -2.458 -4.064 3.561
C -1.629 -3.219 2.601
O -2.293 -2.904 1.376
C -3.376 -1.973 1.457
C -2.944 -0.545 1.772
O -2.606 -0.414 3.151
C -1.577 0.533 3.377
H -4.501 -4.737 5.227
H -5.440 -3.308 4.728
H -5.006 -4.522 3.516
H -2.895 -4.909 3.013
H -1.819 -4.452 4.362
H -0.754 -3.810 2.312
H -1.245 -2.319 3.084
H -4.146 -2.327 2.142
H -3.828 -1.971 0.459
H -3.776 0.143 1.576
H -2.099 -0.272 1.133
H -0.704 0.317 2.755
H -1.273 0.457 4.424
H -1.943 1.545 3.182
```

Quick look at the Löwdin charges, all values in e:
1 C -0.091
2 C -0.256
3 C -0.416
4 N -0.183
5 H -0.015
6 H -0.015
7 H 0.005
8 H 0.009
9 C -0.113
10 O -0.203
11 C -0.195
12 C -0.176
13 O -0.143
14 C -0.169
15 C -0.186
16 O -0.214
17 C -0.112
18 H 0.084
19 H 0.092
20 H 0.083
21 H 0.121
22 H 0.123
23 H 0.123
24 H 0.117
25 H 0.117
26 H 0.104
27 H 0.133
28 H 0.123
29 H 0.079
30 H 0.088
31 H 0.086
32 C -0.115
33 O -0.209
34 C -0.192
35 C -0.173
36 O -0.125
37 C -0.172
38 C -0.185
39 O -0.209
40 C -0.102
41 H 0.085
42 H 0.088
43 H 0.085
44 H 0.124
45 H 0.124
46 H 0.129
47 H 0.116
48 H 0.113
49 H 0.126
50 H 0.126
51 H 0.107
52 H 0.082
53 H 0.088
54 H 0.089

***

[4]
Entry from the OMol25 dataset: C40H34BCl2F4FeN5O4S2 as an isolated structure (wB97M-V/def2-TZVPD).

Results
Net charge ... -2
Spin multiplicity ... 5
HOMO energy (spin up / spin down) ... 0.70 / -0.05 eV
LUMO energy (spin up / spin down) ... 3.9 / 3.9 eV
Frontier orbital gap (spin up / spin down) ... 3.19 / 3.95 eV

Geometry as XYZ:
```
93
C40H34BCl2F4FeN5O4S2 (wB97M-V/def2-TZVPD)
Fe 1.036 0.330 -0.209
C -0.154 -5.750 2.281
O 1.227 -5.772 1.980
C 1.704 -4.715 1.246
C 3.105 -4.715 1.045
C 3.652 -3.680 0.337
C 2.885 -2.629 -0.204
C 3.514 -1.545 -0.935
C 5.025 -1.553 -1.114
O 2.885 -0.601 -1.419
C 1.463 -2.642 -0.027
O 0.662 -1.782 -0.500
C 0.909 -3.726 0.739
H -0.338 -6.605 2.929
H -0.758 -5.838 1.374
H -0.435 -4.829 2.797
H 3.703 -5.514 1.459
H 4.726 -3.673 0.193
H 5.530 -1.567 -0.147
H 5.303 -0.652 -1.658
H 5.349 -2.431 -1.675
H -0.162 -3.688 0.880
O 1.350 -2.803 -3.501
S 0.354 -1.717 -3.255
C -0.327 -1.360 -4.896
C 0.058 -2.151 -5.963
C -0.437 -1.870 -7.231
C -1.299 -0.801 -7.425
C -1.666 -0.001 -6.348
C -1.174 -0.277 -5.082
C -1.122 -2.547 -2.648
C -2.094 -1.864 -1.940
C -3.197 -2.564 -1.473
C -3.308 -3.928 -1.710
C -2.308 -4.603 -2.396
C -1.199 -3.912 -2.863
H 0.740 -2.971 -5.775
H -0.142 -2.488 -8.071
H -1.683 -0.585 -8.415
H -2.332 0.839 -6.495
H -1.448 0.346 -4.238
H -1.960 -0.822 -1.674
H -3.927 -2.052 -0.865
H -4.159 -4.473 -1.320
H -2.375 -5.673 -2.549
H -0.380 -4.408 -3.367
N -1.162 2.862 1.163
C -2.500 2.866 1.228
C -2.986 2.778 -0.065
C -1.861 2.680 -0.881
N -0.776 2.742 -0.126
H -0.501 2.585 1.884
H -2.989 2.942 2.185
H -4.015 2.753 -0.368
H -1.749 2.613 -1.949
S 0.215 1.891 6.162
C 0.794 1.320 4.587
C 1.447 2.200 3.707
C 1.721 1.804 2.417
N 1.406 0.597 1.909
C 0.788 -0.246 2.754
C 0.468 0.065 4.062
C -1.227 2.737 5.635
C -2.462 2.063 5.444
C -3.494 2.692 4.802
N -3.447 3.951 4.281
C -2.260 4.577 4.445
C -1.162 4.049 5.084
H 1.735 3.190 4.038
H 2.238 2.479 1.748
H 0.518 -1.210 2.339
H -0.059 -0.660 4.668
H -2.585 1.040 5.779
H -4.429 2.157 4.663
H -2.195 5.583 4.034
H -0.253 4.633 5.166
F -1.302 0.131 0.489
B -2.336 -0.402 1.320
F -2.360 0.314 2.522
F -3.570 -0.222 0.647
F -2.107 -1.756 1.552
Cl 3.369 2.084 -0.670
C 2.672 3.666 -0.644
C 3.532 4.735 -0.740
C 3.051 6.035 -0.703
C 1.690 6.208 -0.563
C 0.819 5.131 -0.472
Cl -0.859 5.635 -0.316
C 1.251 3.774 -0.513
N 0.562 2.584 -0.456
H 4.591 4.530 -0.834
H 3.718 6.883 -0.772
H 1.263 7.200 -0.518
```

Quick look at the Löwdin charges, all values in e:
1 Fe 0.442
2 C -0.098
3 O -0.099
4 C -0.289
5 C -0.044
6 C -0.056
7 C -0.106
8 C -0.397
9 C -0.026
10 O -0.091
11 C -0.353
12 O -0.141
13 C 0.054
14 H 0.081
15 H 0.090
16 H 0.096
17 H 0.096
18 H 0.095
19 H 0.078
20 H 0.071
21 H 0.078
22 H 0.107
23 O -0.497
24 S 1.020
25 C -0.350
26 C -0.074
27 C -0.093
28 C -0.110
29 C -0.094
30 C -0.080
31 C -0.360
32 C -0.060
33 C -0.060
34 C -0.091
35 C -0.094
36 C -0.075
37 H 0.102
38 H 0.094
39 H 0.091
40 H 0.097
41 H 0.106
42 H 0.106
43 H 0.100
44 H 0.093
45 H 0.092
46 H 0.104
47 N 0.150
48 C -0.049
49 C -0.034
50 C -0.073
51 N -0.190
52 H 0.157
53 H 0.106
54 H 0.105
55 H 0.132
56 S 0.869
57 C -0.525
58 C -0.101
59 C -0.179
60 N 0.009
61 C -0.117
62 C -0.073
63 C -0.600
64 C -0.146
65 C -0.231
66 N -0.036
67 C -0.241
68 C -0.158
69 H 0.094
70 H 0.069
71 H 0.108
72 H 0.104
73 H 0.086
74 H 0.084
75 H 0.079
76 H 0.074
77 F 0.069
78 B -1.282
79 F 0.118
80 F 0.084
81 F 0.123
82 Cl 0.793
83 C -0.588
84 C -0.147
85 C -0.130
86 C -0.171
87 C -0.549
88 Cl 0.688
89 C -0.306
90 N 0.007
91 H 0.092
92 H 0.087
93 H 0.084

***

[5]
Entry from the OMol25 dataset: C6H5AsO6S4SbW as an isolated structure in a non-equilibrium geometry (wB97M-V/def2-TZVPD).

Results
Net charge ... +2
Spin multiplicity ... 2
HOMO energy (spin up / spin down) ... -16.27 / -16.01 eV
LUMO energy (spin up / spin down) ... -9.8 / -9.8 eV
Frontier orbital gap (spin up / spin down) ... 6.42 / 6.21 eV

Geometry as XYZ:
```
24
C6H5AsO6S4SbW (wB97M-V/def2-TZVPD)
W 0.156 0.212 0.144
O 4.053 0.266 1.089
As 2.561 0.971 0.643
O 1.285 0.385 1.681
O 1.861 0.131 -0.676
C 2.944 2.574 -0.548
C 4.172 3.175 -0.562
C 4.435 4.046 -1.627
C 3.490 4.261 -2.616
C 2.241 3.648 -2.566
C 1.957 2.784 -1.523
S 0.245 2.321 -1.254
O -0.224 0.888 -1.574
O -0.592 3.299 -1.808
O 0.248 2.155 0.251
H 4.052 -0.559 1.595
H 4.906 2.981 0.208
H 5.392 4.547 -1.666
H 3.711 4.932 -3.434
H 1.485 3.862 -3.313
S -3.322 -2.754 1.064
Sb -2.043 -1.444 -0.371
S -1.982 0.557 1.070
S 0.211 -2.096 0.451
```

Quick look at the Löwdin charges, all values in e:
1 W 1.021
2 O -0.131
3 As 1.143
4 O -0.496
5 O -0.525
6 C -0.186
7 C -0.020
8 C 0.016
9 C 0.013
10 C 0.009
11 C -0.248
12 S 0.670
13 O -0.451
14 O -0.121
15 O -0.497
16 H 0.110
17 H 0.136
18 H 0.140
19 H 0.140
20 H 0.144
21 S 0.188
22 Sb 0.499
23 S 0.225
24 S 0.221

***

[6]
Entry from the OMol25 dataset: a 2-piece molecular cluster, C6H15N2 overall in a non-equilibrium geometry (wB97M-V/def2-TZVPD).

Results
Net charge ... +1
HOMO energy ... -12.67 eV
LUMO energy ... -3.0 eV
Frontier orbital gap ... 9.66 eV

Geometry as XYZ:
```
23
C6H15N2 (wB97M-V/def2-TZVPD)
C -0.686 -2.830 0.309
C 1.797 -0.454 0.727
C -0.694 0.006 1.399
C 0.203 2.207 -0.512
C -1.008 0.488 -1.653
C 0.314 -0.200 0.356
N -0.122 -2.045 -0.446
N 0.211 0.710 -0.784
H -1.142 -3.653 -0.067
H -0.924 -2.668 1.460
H 2.006 -1.101 1.724
H 2.144 0.485 1.180
H 2.460 -0.671 -0.016
H -0.137 0.676 1.997
H -1.496 0.396 0.867
H -0.949 -0.871 1.975
H -0.436 2.675 0.160
H 1.243 2.507 -0.152
H 0.082 2.646 -1.500
H -1.815 1.139 -1.314
H -0.731 0.671 -2.743
H -1.270 -0.555 -1.628
H 0.951 0.443 -1.339
```

Quick look at the Löwdin charges, all values in e:
1 C -0.111
2 C -0.020
3 C -0.017
4 C 0.037
5 C 0.015
6 C -0.352
7 N 0.077
8 N -0.116
9 H 0.044
10 H 0.117
11 H 0.162
12 H 0.080
13 H 0.044
14 H 0.098
15 H 0.075
16 H 0.076
17 H 0.087
18 H 0.135
19 H 0.109
20 H 0.108
21 H 0.144
22 H 0.071
23 H 0.137

***

[7]
Entry from the OMol25 dataset: a 3-piece molecular cluster, C15H20F16N5O2 overall in a non-equilibrium geometry (wB97M-V/def2-TZVPD).

Results
Net charge ... +1
HOMO energy ... -12.14 eV
LUMO energy ... -4.2 eV
Frontier orbital gap ... 7.89 eV

Geometry as XYZ:
```
58
C15H20F16N5O2 (wB97M-V/def2-TZVPD)
N 2.054 1.882 1.480
C 1.633 3.358 1.316
C 0.942 3.460 -0.171
C -0.125 4.738 -0.316
N -1.446 4.082 -0.771
C -2.428 3.800 0.152
N -2.417 4.098 1.651
C -3.783 3.572 2.049
N -4.451 2.986 0.821
N -3.688 3.115 -0.329
H 1.190 1.373 1.829
H 2.164 1.505 0.491
H 0.916 3.580 2.213
H 2.592 4.063 1.295
H 0.332 2.445 -0.319
H 1.740 3.491 -1.031
H -0.244 5.294 0.711
H 0.259 5.544 -1.091
H -1.509 3.849 -1.807
H -4.217 3.627 3.147
H -5.398 2.553 0.925
H -3.972 2.769 -1.274
C -1.551 -1.388 -1.569
C -0.892 -0.046 -1.920
C -1.828 0.990 -2.532
F -2.367 0.572 -3.701
F -1.155 2.137 -2.816
F 0.187 -0.272 -2.716
F -0.388 0.474 -0.755
O -1.401 -2.436 -2.530
C -2.344 -2.421 -3.600
C -1.689 -2.175 -4.967
F -1.012 -0.998 -4.993
F -2.622 -2.104 -5.953
F -3.326 -1.534 -3.318
F -2.935 -3.648 -3.592
H -1.030 -1.764 -0.679
H -2.592 -1.273 -1.246
H -2.641 1.247 -1.847
H -0.985 -2.972 -5.216
C 3.824 -2.169 2.741
C 3.619 -2.374 1.233
C 2.186 -2.181 0.746
F 1.325 -3.054 1.317
F 2.104 -2.392 -0.595
F 4.104 -3.594 0.878
F 4.412 -1.459 0.589
O 3.836 -3.352 3.544
C 2.554 -3.838 3.934
C 2.235 -5.218 3.342
F 2.278 -5.203 1.985
F 0.982 -5.621 3.682
F 1.615 -2.908 3.640
F 2.584 -3.921 5.293
H 4.832 -1.752 2.862
H 3.161 -1.400 3.155
H 1.832 -1.165 0.942
H 2.945 -5.971 3.692
```

Quick look at the Löwdin charges, all values in e:
1 N -0.066
2 C -0.256
3 C -0.170
4 C -0.124
5 N 0.031
6 C -0.180
7 N 0.108
8 C 0.053
9 N -0.014
10 N 0.061
11 H 0.067
12 H 0.063
13 H 0.120
14 H 0.131
15 H 0.089
16 H 0.129
17 H 0.128
18 H 0.142
19 H 0.160
20 H 0.168
21 H 0.177
22 H 0.176
23 C -0.049
24 C -0.420
25 C -0.288
26 F 0.102
27 F 0.071
28 F 0.140
29 F 0.071
30 O 0.045
31 C -0.471
32 C -0.259
33 F 0.085
34 F 0.101
35 F 0.117
36 F 0.147
37 H 0.149
38 H 0.147
39 H 0.142
40 H 0.181
41 C -0.053
42 C -0.428
43 C -0.294
44 F 0.081
45 F 0.088
46 F 0.130
47 F 0.102
48 O 0.036
49 C -0.476
50 C -0.262
51 F 0.086
52 F 0.095
53 F 0.116
54 F 0.139
55 H 0.155
56 H 0.145
57 H 0.155
58 H 0.178

***

[8]
Entry from the OMol25 dataset: C3H5EuO4 as an isolated structure in a non-equilibrium geometry (wB97M-V/def2-TZVPD).

Results
Net charge ... 0
Spin multiplicity ... 9
HOMO energy (spin up / spin down) ... -5.23 / -9.31 eV
LUMO energy (spin up / spin down) ... 0.2 / 0.1 eV
Frontier orbital gap (spin up / spin down) ... 5.39 / 9.38 eV

Geometry as XYZ:
```
13
C3H5EuO4 (wB97M-V/def2-TZVPD)
C -1.723 -0.304 1.692
O -0.601 0.315 1.105
C -0.082 -0.336 -0.069
O 0.649 0.602 -0.732
Eu 0.642 2.729 0.243
H -2.001 0.279 2.577
H -2.569 -0.325 0.987
H -1.475 -1.332 2.001
H -0.942 -0.665 -0.686
H 0.530 -1.200 0.257
O 2.857 1.179 -2.294
C 2.370 0.088 -2.363
O 2.345 -1.029 -2.717
```

Quick look at the Löwdin charges, all values in e:
1 C -0.121
2 O -0.333
3 C -0.433
4 O -0.504
5 Eu 1.038
6 H 0.086
7 H 0.090
8 H 0.092
9 H 0.121
10 H 0.127
11 O 0.089
12 C -0.430
13 O 0.178

***

> Among the records above, which one has the highest net charge?

C6H5AsO6S4SbW

***

> What is the net charge in the second record?

-1

***

> net charge of number 1 (C12H9Cl4NO7Ru)?

0

***

> Number 3 is which compound?

C15H32NO6